Record 1
{"formula": "C25H38I2LaN3OP", "method": "ωB97M-V/def2-TZVPD", "elements": ["La", "I", "C", "C", "C", "I", "C", "O", "C", "C", "N", "C", "C", "C", "C", "C", "C", "N", "C", "H", "H", "H", "H", "H", "H", "H", "H", "H", "H", "H", "C", "C", "C", "C", "P", "N", "C", "C", "C", "C", "C", "C", "C", "C", "H", "H", "H", "H", "H", "H", "H", "H", "H", "H", "H", "H", "H", "H", "H", "H", "H", "H", "H", "H", "H", "H", "H", "H", "H", "H", "H"], "positions_angstrom": [[-0.280009, -0.619278, -1.234855], [4.409392, -0.530355, -7.086414], [3.349224, -0.216348, -5.344418], [2.090545, 0.374458, -5.399354], [1.415876, 0.609479, -4.209228], [-0.599664, 1.098202, -4.186908], [1.993084, 0.315926, -2.978471], [1.353616, 0.590849, -1.834086], [3.155411, -0.454696, -2.949759], [3.418633, -1.221353, -1.686199], [2.241452, -2.112344, -1.428799], [2.112308, -3.133325, -2.477277], [0.800683, -3.873489, -2.454557], [0.742775, -5.206808, -2.838531], [-0.481522, -5.844709, -2.898248], [-1.630391, -5.148248, -2.555769], [-1.486153, -3.832296, -2.164949], [-0.307273, -3.198101, -2.122585], [3.848359, -0.682337, -4.130450], [1.638951, 0.622568, -6.348095], [3.526268, -0.571665, -0.818795], [4.333360, -1.813103, -1.788464], [2.403140, -2.598613, -0.547121], [2.931541, -3.862788, -2.448178], [2.191405, -2.629855, -3.447932], [1.653809, -5.733717, -3.086246], [-0.539116, -6.880326, -3.203229], [-2.607300, -5.605520, -2.580273], [-2.356379, -3.256421, -1.865589], [4.759125, -1.265756, -4.111563], [0.675008, 1.525835, 3.856197], [0.455051, 0.818799, 2.508628], [1.615804, 1.242466, 1.588589], [0.629426, -0.696756, 2.739058], [-1.184239, 1.163030, 1.672521], [-1.410793, 0.118911, 0.501270], [-1.170199, 2.895836, 0.979778], [-0.602726, 3.978153, 1.909425], [-2.607538, 3.303355, 0.605799], [-0.393425, 2.919547, -0.351443], [-2.537894, 1.016464, 2.939683], [-3.881265, 0.861689, 2.193595], [-2.342449, -0.302006, 3.713976], [-2.678972, 2.155195, 3.955756], [1.675517, 1.275096, 4.217520], [-0.026399, 1.204976, 4.620518], [0.626639, 2.611503, 3.788787], [2.545661, 0.914589, 2.057164], [1.689415, 2.316190, 1.448563], [1.600115, 0.800082, 0.586005], [1.689746, -0.887640, 2.908630], [0.289293, -1.297857, 1.888930], [0.088419, -1.068549, 3.606270], [-1.070351, 3.994234, 2.892531], [-0.786274, 4.953540, 1.453104], [0.473202, 3.897933, 2.051703], [-3.227574, 3.531141, 1.467801], [-3.112644, 2.541037, 0.012157], [-2.546906, 4.210190, 0.002982], [0.667018, 2.709122, -0.270941], [-0.505088, 3.908955, -0.799490], [-0.831381, 2.213504, -1.066195], [-3.814012, 0.163894, 1.361016], [-4.265597, 1.807311, 1.820275], [-4.608412, 0.477251, 2.910602], [-2.207746, -1.154231, 3.048932], [-3.249034, -0.477672, 4.294518], [-1.515621, -0.277163, 4.416696], [-2.979148, 3.092714, 3.493489], [-1.777773, 2.339808, 4.543156], [-3.468004, 1.879488, 4.658785]], "forces_ev_per_a": [[-1.63, -1.55, 0.43], [0.18, -0.05, -0.29], [-0.25, 0.08, 0.26], [0.11, -0.04, 0.16], [0.39, -0.12, -0.37], [-0.38, 0.34, -0.21], [-0.59, 0.01, 0.92], [2.03, 1.38, -1.10], [0.26, -0.08, -0.24], [-0.04, -0.10, 0.08], [-0.05, -0.11, 0.14], [0.08, -0.04, -0.10], [-0.07, -0.06, 0.00], [0.07, 0.08, 0.04], [-0.08, -0.11, -0.03], [0.11, 0.11, 0.02], [-0.05, -0.05, 0.00], [-0.10, 0.07, 0.16], [-0.10, 0.06, 0.05], [-0.01, 0.01, -0.05], [-0.03, 0.06, -0.01], [0.02, 0.02, -0.01], [0.02, 0.12, -0.07], [-0.03, 0.06, 0.02], [-0.04, -0.02, 0.09], [0.01, 0.00, -0.02], [0.00, -0.03, 0.00], [-0.03, -0.03, 0.00], [-0.01, 0.00, -0.01], [0.05, -0.03, -0.01], [0.06, 0.03, 0.02], [0.32, 0.04, 0.16], [0.05, -0.07, -0.08], [-0.10, -0.09, -0.03], [-0.12, -0.42, -0.46], [0.31, 0.15, 0.31], [0.00, 0.35, -0.10], [0.04, 0.08, -0.01], [-0.01, -0.04, -0.04], [-0.17, -0.12, 0.02], [-0.24, -0.18, 0.10], [-0.04, 0.09, 0.09], [-0.11, 0.02, -0.01], [0.08, 0.04, 0.07], [0.02, -0.02, 0.00], [-0.05, -0.07, 0.01], [-0.03, -0.04, -0.05], [0.04, 0.02, 0.02], [-0.03, 0.08, 0.08], [-0.11, -0.05, 0.12], [0.05, -0.07, 0.01], [0.08, 0.13, -0.02], [0.08, 0.08, -0.04], [-0.03, -0.05, -0.03], [-0.01, 0.02, -0.02], [0.03, -0.05, -0.03], [0.03, 0.02, 0.07], [0.06, -0.04, -0.02], [-0.03, 0.06, -0.02], [0.03, -0.02, 0.02], [0.03, 0.04, 0.04], [0.00, 0.12, 0.09], [0.09, -0.05, 0.02], [0.01, -0.05, 0.02], [-0.07, 0.00, -0.02], [0.00, 0.01, -0.09], [-0.02, -0.02, 0.04], [0.03, 0.11, 0.06], [-0.01, 0.02, -0.03], [-0.07, -0.05, -0.09], [-0.03, 0.01, 0.02]], "lowdin_charge": [1.742, 0.929, -0.757, -0.204, -0.620, 1.041, -0.457, -0.484, -0.179, -0.126, -0.097, -0.149, -0.257, -0.001, -0.028, -0.036, -0.129, -0.032, -0.109, 0.090, 0.123, 0.128, 0.126, 0.135, 0.134, 0.123, 0.121, 0.116, 0.113, 0.108, -0.070, -0.593, -0.089, -0.096, 0.832, -0.553, -0.594, -0.071, -0.089, -0.105, -0.603, -0.096, -0.092, -0.072, 0.094, 0.064, 0.069, 0.091, 0.069, 0.041, 0.085, 0.049, 0.064, 0.067, 0.094, 0.068, 0.065, 0.082, 0.090, 0.057, 0.097, 0.012, 0.064, 0.060, 0.086, 0.082, 0.088, 0.059, 0.066, 0.068, 0.094], "de_lowest_ev": 0.171, "spin_multiplicity": 1, "charge": 1, "max_force_ev_per_a": 2.69, "e_homo_ev": -10.594}



Record 2
{"formula": "C25H38N2O4", "method": "ωB97M-V/def2-TZVPD", "elements": ["C", "O", "C", "C", "C", "O", "N", "C", "H", "C", "H", "H", "C", "C", "C", "H", "H", "H", "H", "O", "C", "C", "C", "C", "C", "C", "H", "H", "C", "O", "N", "C", "H", "H", "H", "C", "H", "C", "H", "C", "C", "C", "C", "H", "H", "C", "H", "H", "C", "H", "H", "H", "H", "H", "H", "H", "H", "H", "H", "H", "H", "H", "H", "H", "H", "H", "H", "H", "H"], "positions_angstrom": [[-9.940534, -2.821901, -0.253123], [-10.210437, -1.550108, 0.279523], [-9.123985, -0.947804, 0.941522], [-8.063400, -0.385694, -0.014263], [-7.001786, 0.368414, 0.769237], [-7.017042, 0.425697, 1.983584], [-6.043230, 0.998900, 0.043644], [-5.830691, 0.910824, -1.380939], [-6.682139, 0.446069, -1.872562], [-4.554926, 0.118865, -1.678203], [-4.378695, 0.076343, -2.753193], [-4.653175, -0.902397, -1.307177], [-3.356869, 0.771457, -0.984741], [-3.647431, 0.892712, 0.515851], [-4.952753, 1.655740, 0.735577], [-5.206427, 1.685816, 1.796098], [-4.859433, 2.679934, 0.356647], [-2.828973, 1.399628, 1.027826], [-3.736920, -0.111752, 0.933808], [-2.238207, -0.058212, -1.240254], [-0.973026, 0.413435, -1.070853], [0.043044, -0.509965, -1.328447], [1.366761, -0.149781, -1.207064], [1.713392, 1.136031, -0.803111], [0.704710, 2.057162, -0.560398], [-0.628398, 1.706414, -0.691091], [-1.380855, 2.455053, -0.498670], [0.958441, 3.067320, -0.273133], [3.157669, 1.526176, -0.752900], [3.832802, 1.546291, -1.767203], [3.659374, 1.857517, 0.460561], [2.925064, 1.786586, 1.697867], [3.513236, 1.254369, 2.447259], [1.986794, 1.256661, 1.553396], [2.711888, 2.791078, 2.077787], [5.042992, 2.279757, 0.553647], [5.356743, 2.537366, -0.460545], [5.971787, 1.194913, 1.107022], [6.991329, 1.581900, 1.077219], [5.882734, -0.096308, 0.296224], [6.900367, -1.142017, 0.744828], [8.360107, -0.768187, 0.408586], [8.986463, -2.006578, -0.252033], [9.003814, -1.883371, -1.335661], [10.008190, -2.180427, 0.083301], [8.050855, -3.157431, 0.111140], [8.260466, -3.508972, 1.123074], [8.139754, -4.000672, -0.572568], [6.677733, -2.498762, 0.064386], [5.907124, -3.088143, 0.560141], [6.378382, -2.342875, -0.973522], [8.903956, -0.496677, 1.313455], [8.395359, 0.085454, -0.267686], [6.805248, -1.275693, 1.827886], [6.030816, 0.131424, -0.760926], [4.878576, -0.515026, 0.401795], [5.731548, 0.986671, 2.152734], [5.093581, 3.173976, 1.184078], [2.145974, -0.864695, -1.423699], [-0.238412, -1.505399, -1.633209], [-3.195232, 1.769551, -1.419167], [-5.723489, 1.929604, -1.774821], [-8.554071, 0.283822, -0.723686], [-7.589547, -1.200276, -0.566661], [-9.550489, -0.128134, 1.523590], [-8.652204, -1.654194, 1.637742], [-9.249359, -2.777720, -1.103270], [-10.894223, -3.219830, -0.595184], [-9.520734, -3.489895, 0.508937]], "forces_ev_per_a": [[0.01, -0.01, -0.03], [-0.10, 0.09, -0.10], [0.20, 0.20, 0.13], [-0.31, -0.18, 0.39], [-0.20, -0.04, -0.38], [-0.14, -0.14, 0.37], [0.25, 0.31, -0.01], [0.06, -0.26, -0.24], [0.02, 0.08, 0.02], [0.22, 0.30, 0.00], [0.02, -0.02, -0.04], [-0.03, -0.06, 0.00], [-0.42, 0.00, 0.25], [0.08, 0.17, -0.29], [0.14, -0.05, 0.37], [0.06, 0.10, -0.18], [-0.02, 0.00, 0.04], [0.02, -0.01, 0.03], [0.01, -0.03, 0.02], [0.13, -0.10, -0.10], [0.25, -0.09, 0.00], [-0.21, 0.05, 0.03], [0.00, 0.15, 0.07], [-0.17, 0.10, -0.20], [0.26, -0.22, -0.05], [-0.36, 0.00, -0.03], [-0.10, 0.03, 0.01], [0.02, 0.10, 0.05], [-0.16, 0.03, 0.02], [0.09, -0.14, -0.27], [0.10, 0.08, 0.11], [-0.14, -0.02, 0.19], [-0.03, -0.01, 0.03], [0.08, 0.04, 0.10], [-0.02, -0.03, 0.05], [0.36, 0.08, -0.08], [0.00, 0.06, 0.18], [-0.30, -0.03, -0.29], [0.06, 0.04, 0.07], [0.21, 0.01, 0.42], [-0.28, 0.08, -0.24], [0.05, 0.00, 0.09], [0.10, -0.07, 0.08], [0.04, -0.01, -0.04], [0.06, 0.01, -0.09], [-0.06, -0.01, -0.18], [0.01, -0.06, 0.05], [0.04, -0.09, 0.04], [0.13, -0.05, 0.27], [-0.11, -0.01, -0.04], [-0.06, 0.01, -0.10], [0.04, 0.09, -0.02], [0.02, 0.12, 0.02], [0.00, -0.02, 0.01], [-0.03, -0.04, -0.10], [-0.08, 0.00, -0.07], [0.08, 0.00, 0.08], [-0.03, 0.00, -0.06], [0.08, -0.08, -0.05], [-0.03, -0.12, -0.04], [0.00, -0.09, 0.02], [-0.09, -0.07, -0.04], [0.06, -0.05, -0.09], [0.01, 0.06, -0.12], [0.13, -0.12, 0.00], [-0.08, 0.08, -0.02], [-0.01, -0.03, 0.01], [0.07, -0.08, -0.03], [-0.01, 0.00, -0.02]], "lowdin_charge": [-0.117, -0.185, -0.226, -0.078, -0.444, 0.064, -0.062, -0.143, 0.113, -0.094, 0.125, 0.129, -0.337, -0.094, -0.129, 0.122, 0.132, 0.114, 0.136, -0.013, -0.251, 0.011, -0.007, -0.168, -0.029, -0.009, 0.105, 0.124, -0.441, 0.067, -0.102, -0.035, 0.087, 0.088, 0.096, -0.157, 0.123, -0.172, 0.113, -0.181, -0.331, -0.156, -0.193, 0.108, 0.102, -0.203, 0.111, 0.104, -0.173, 0.112, 0.119, 0.109, 0.107, 0.140, 0.124, 0.118, 0.106, 0.124, 0.122, 0.120, 0.152, 0.132, 0.131, 0.118, 0.132, 0.128, 0.081, 0.088, 0.090], "smiles": "COCCC(=O)N1CCC(Oc2ccc(C(=O)N(C)CCCC3CCCC3)cc2)CC1", "de_lowest_ev": 0.955, "spin_multiplicity": 1, "max_force_ev_per_a": 0.53, "e_homo_ev": -8.619}



Record 3
{"formula": "C25H38N5O2RuS3SbSi", "method": "ωB97M-V/def2-TZVPD", "elements": ["Ru", "N", "C", "C", "C", "C", "N", "C", "N", "N", "C", "O", "O", "H", "H", "H", "H", "H", "H", "H", "H", "H", "H", "H", "H", "H", "H", "S", "Sb", "S", "S", "C", "Si", "C", "N", "C", "C", "C", "C", "C", "C", "C", "C", "C", "C", "C", "C", "C", "C", "C", "C", "C", "H", "H", "H", "H", "H", "H", "H", "H", "H", "H", "H", "H", "H", "H", "H", "H", "H", "H", "H", "H", "H", "H", "H", "H"], "positions_angstrom": [[-0.268001, 0.301709, 0.122648], [0.108559, -0.571681, 2.030101], [1.554003, -0.845920, 2.126029], [2.033482, -1.165961, 3.544060], [1.217367, -2.218206, 4.303345], [1.448814, -3.680375, 3.905057], [1.353997, -3.963860, 2.468895], [0.229092, -3.905318, 1.755220], [-0.953850, -3.793420, 2.331441], [0.277075, -4.005067, 0.412577], [2.241894, 0.401040, 1.548983], [3.443765, 0.559023, 1.667469], [1.425733, 1.186885, 0.927196], [-0.158075, 0.178079, 2.676312], [-0.512682, -1.343657, 2.274493], [1.790836, -1.664701, 1.442307], [2.002194, -0.236135, 4.116624], [3.088758, -1.445025, 3.484533], [0.154407, -1.964316, 4.255652], [1.475978, -2.156168, 5.363354], [0.745116, -4.326400, 4.433797], [2.450463, -3.994461, 4.197012], [2.214185, -3.962819, 1.948154], [-1.088631, -3.352506, 3.242576], [-1.717129, -3.535599, 1.712702], [1.173879, -4.032577, -0.042292], [-0.463821, -3.502181, -0.077158], [-2.485875, -1.407262, 3.787807], [-3.265759, -0.328251, 1.881055], [-1.721534, 1.534464, 1.467785], [-1.902012, -1.468215, 0.072267], [-1.719536, 0.929623, -1.299942], [-1.389311, 0.323934, -3.022333], [0.385710, 0.924054, -3.096431], [1.050213, 0.727863, -1.785421], [1.498416, -0.675609, -1.607829], [3.013354, -0.844214, -1.687805], [3.545623, -0.070776, -2.893647], [3.244947, 1.434803, -2.747905], [2.182943, 1.681736, -1.675151], [-1.519413, -1.495974, -3.473377], [-2.625664, -2.278096, -3.128401], [-2.736973, -3.593921, -3.556029], [-1.742921, -4.159256, -4.344610], [-0.646120, -3.396250, -4.717204], [-0.545911, -2.077372, -4.289899], [-2.352268, 1.273379, -4.326139], [-3.023526, 0.625570, -5.366202], [-3.729393, 1.344990, -6.322427], [-3.777831, 2.729066, -6.253494], [-3.121103, 3.393076, -5.225527], [-2.418808, 2.669712, -4.273651], [-2.745348, 0.829170, -0.962119], [-1.510331, 2.009831, -1.287983], [0.298310, 2.002322, -3.258644], [1.007461, 0.541668, -3.910965], [0.999642, -1.288980, -2.357092], [1.144938, -1.060606, -0.624896], [3.240881, -1.909300, -1.776741], [3.488126, -0.486973, -0.771616], [3.074428, -0.467335, -3.798099], [4.616574, -0.238621, -3.005352], [2.948629, 1.857076, -3.708853], [4.142587, 1.970118, -2.434426], [1.767931, 2.687093, -1.735217], [2.630251, 1.591338, -0.693383], [-3.405698, -1.859406, -2.506966], [-3.603079, -4.179061, -3.272855], [-1.829778, -5.186231, -4.676494], [0.124814, -3.821732, -5.347612], [0.311648, -1.493568, -4.610166], [-2.994441, -0.455841, -5.431479], [-4.243418, 0.823818, -7.120305], [-4.328727, 3.291238, -6.996843], [-3.161778, 4.473215, -5.163916], [-1.923296, 3.205587, -3.470028]], "forces_ev_per_a": [[0.15, -0.61, -0.35], [0.18, 0.07, -0.03], [-0.21, 0.10, 0.12], [0.00, -0.07, -0.01], [0.06, -0.02, -0.07], [-0.03, 0.08, 0.02], [0.03, 0.00, 0.03], [0.09, 0.00, -0.02], [-0.11, 0.03, 0.01], [-0.02, 0.02, 0.04], [-0.01, -0.10, 0.02], [-0.01, 0.02, 0.02], [0.14, 0.10, 0.11], [0.02, -0.02, -0.01], [0.06, -0.02, 0.00], [-0.02, -0.04, -0.02], [-0.01, 0.00, 0.01], [0.01, 0.02, 0.01], [-0.02, 0.00, 0.00], [-0.01, 0.00, -0.01], [0.01, -0.02, -0.01], [0.00, -0.01, 0.00], [0.01, 0.00, 0.00], [0.02, 0.00, -0.01], [-0.03, 0.02, 0.00], [0.00, -0.01, 0.01], [-0.02, 0.01, -0.04], [0.01, -0.04, 0.06], [0.02, -0.12, -0.19], [0.03, 0.29, 0.13], [0.07, 0.19, 0.02], [-0.18, -0.01, -0.04], [-0.11, -0.01, 0.07], [0.11, 0.03, -0.09], [-0.30, 0.18, 0.12], [-0.02, 0.15, -0.08], [0.01, 0.01, 0.02], [-0.03, -0.01, 0.02], [-0.01, -0.01, 0.00], [0.14, -0.01, 0.02], [0.00, -0.02, -0.01], [0.02, -0.04, -0.03], [0.00, 0.03, 0.01], [0.01, 0.02, 0.00], [-0.01, 0.00, 0.01], [0.00, -0.04, 0.02], [-0.08, -0.04, -0.01], [0.03, 0.06, 0.01], [0.01, 0.00, 0.01], [0.01, 0.00, 0.01], [0.00, -0.01, 0.00], [-0.02, -0.01, 0.00], [0.02, -0.04, -0.02], [0.01, 0.01, -0.04], [0.03, 0.01, 0.01], [0.01, 0.01, 0.02], [0.00, -0.02, 0.02], [0.00, -0.10, 0.08], [0.00, 0.00, -0.01], [0.01, 0.00, 0.01], [0.01, 0.00, 0.00], [0.00, -0.01, 0.00], [0.00, 0.00, 0.00], [0.00, 0.00, -0.01], [-0.01, -0.01, -0.03], [-0.05, 0.00, 0.01], [-0.01, 0.02, 0.04], [0.01, 0.00, 0.00], [0.00, 0.00, 0.00], [0.00, 0.00, 0.00], [-0.01, -0.01, -0.01], [-0.01, 0.00, -0.01], [0.00, 0.00, 0.00], [0.00, 0.00, 0.00], [0.00, 0.00, 0.00], [0.00, 0.00, 0.00]], "lowdin_charge": [0.781, -0.147, -0.280, -0.123, -0.175, -0.150, 0.082, -0.478, 0.181, 0.185, -0.622, 0.065, -0.178, 0.022, -0.064, 0.119, 0.133, 0.125, 0.031, 0.121, 0.125, 0.125, 0.148, 0.005, 0.050, 0.111, 0.025, -0.232, 0.369, 0.040, 0.064, -0.488, 0.617, -0.219, -0.228, -0.195, -0.156, -0.171, -0.158, -0.170, -0.281, -0.134, -0.081, -0.091, -0.088, -0.115, -0.230, -0.087, -0.086, -0.091, -0.087, -0.099, -0.042, 0.011, 0.096, 0.087, 0.101, 0.064, 0.116, 0.108, 0.104, 0.110, 0.104, 0.116, 0.133, 0.093, 0.088, 0.104, 0.101, 0.100, 0.092, 0.095, 0.101, 0.101, 0.102, 0.097], "spin_multiplicity": 1, "max_force_ev_per_a": 0.72, "e_homo_ev": -6.920}



Calculated total energy per entry: -2183.15350; -1385.91219; -3218.98061 a.u.
Frontier orbital gap per entry: 7.955; 9.205; 6.446 eV